Entry 1:
The following is a DFT calculation (ωB97M-V/def2-TZVPD) of a cluster of 2 separate species, C8H6NO4S2 in total at a distorted geometry.

```
21
Properties=species:S:1:pos:R:3:lowdin_charge:R:1
C 3.434 -0.204 -0.075 -0.141
C 2.793 -1.436 -0.119 -0.114
C 2.744 1.025 0.094 -0.050
C 1.408 -1.427 0.156 -0.045
C 0.177 1.897 0.126 -0.119
C 1.341 1.052 0.086 -0.165
C 0.729 -0.258 0.079 -0.267
C -0.922 1.142 0.150 -0.104
N -0.630 -0.204 0.254 0.068
O -4.054 0.234 -0.660 -0.691
O -3.960 -1.347 1.254 -0.490
O -2.493 -2.033 -0.532 -0.487
O -3.881 2.630 -0.659 -0.531
S -3.854 -1.609 -0.143 0.750
S -3.730 1.463 0.220 0.858
H 4.427 -0.074 -0.382 0.062
H 3.380 -2.388 -0.208 0.098
H 3.326 1.889 -0.059 0.073
H 0.798 -2.284 0.430 0.112
H 0.139 3.003 -0.122 0.105
H -1.171 -1.069 0.107 0.076
```

The calculation puts the HOMO-LUMO gap (spin up / spin down) at 7.12 / 7.65 eV. The lowest unoccupied orbital energy (spin up / spin down) comes out at 2.65 / 3.01 eV. As for the energy above the lowest of the compared OMol25 structures with the same formula, charge and spin: 18.98 kcal/mol. The calculation puts the highest occupied orbital energy (spin up / spin down) at -4.47 / -4.64 eV. The molar mass comes out at 244.3 g mol⁻¹. The spin multiplicity is 1. The net charge is -1.

=====

Entry 2:
The following is a DFT calculation (ωB97M-V/def2-TZVPD) of a structure of composition C19H25CrN6O4 at a distorted geometry.

```
55
Properties=species:S:1:pos:R:3:lowdin_charge:R:1
Cr 0.304 0.668 0.369 1.020
O -1.895 -3.864 -4.144 -0.059
C -2.467 -2.536 -4.086 -0.182
C -2.104 -1.888 -2.799 -0.123
C -2.621 -0.613 -2.414 0.042
C -2.145 0.023 -1.306 -0.116
N -1.112 -0.449 -0.607 -0.011
C -0.683 -1.735 -0.884 -0.191
C -1.215 -2.512 -1.914 0.088
C 0.452 -2.225 -0.178 -0.131
C 0.838 -3.620 -0.129 0.083
C 1.983 -4.045 0.536 -0.122
C 2.596 -5.397 0.242 -0.162
O 2.240 -5.675 -1.132 -0.055
C 2.650 -2.990 1.242 0.035
C 2.402 -1.641 0.946 -0.117
N 1.310 -1.213 0.305 0.010
H -2.179 -4.275 -4.997 0.125
H -3.611 -2.490 -4.221 0.167
H -2.030 -1.877 -4.850 0.143
H -3.372 -0.169 -3.058 0.139
H -2.541 0.951 -0.961 0.103
H -0.798 -3.509 -2.041 0.125
H 0.133 -4.290 -0.593 0.125
H 2.098 -6.077 0.937 0.134
H 3.704 -5.447 0.368 0.149
H 2.827 -6.396 -1.423 0.113
H 3.383 -3.196 2.038 0.135
H 3.053 -0.907 1.317 0.091
N 1.661 -0.406 3.592 0.167
C 1.054 0.796 3.402 -0.526
O -0.117 0.976 3.674 0.072
C 2.018 1.799 2.685 -0.148
C 1.888 1.766 1.180 -0.162
H 1.084 -1.155 3.984 0.139
H 2.608 -0.360 3.974 0.133
H 3.048 1.636 2.992 0.125
H 1.700 2.786 3.028 0.118
H 2.740 1.288 0.677 0.076
H 1.798 2.818 0.841 0.083
C -1.775 5.935 0.788 -0.018
N -1.299 4.719 0.199 -0.109
C -1.276 4.608 -1.224 -0.018
C -1.147 3.020 -1.424 -0.351
O -1.421 2.412 -2.441 0.096
N -0.823 2.475 -0.109 0.034
C -1.162 3.482 0.768 -0.329
N -1.215 3.340 2.121 0.242
H -2.195 6.604 0.020 0.113
H -0.972 6.463 1.400 0.125
H -2.553 5.704 1.507 0.095
H -0.519 5.131 -1.753 0.130
H -2.278 4.898 -1.651 0.164
H -0.914 2.475 2.563 0.073
H -1.129 4.182 2.646 0.113
```

The calculation puts the HOMO-LUMO gap (spin up / spin down) at 5.71 / 7.91 eV. The lowest unoccupied orbital energy (spin up / spin down) comes out at -8.87 / -6.68 eV. As for the energy above the lowest of the compared OMol25 structures with the same formula, charge and spin: 89.21 kcal/mol. The calculation puts the highest occupied orbital energy (spin up / spin down) at -14.57 / -14.59 eV. The molar mass comes out at 453.4 g mol⁻¹. The spin multiplicity is 4. The net charge is +2.

=====

Entry 3:
The following is a DFT calculation (ωB97M-V/def2-TZVPD) of an isolated molecule of CH2N2O2 at a distorted geometry.

```
7
Properties=species:S:1:pos:R:3:lowdin_charge:R:1
C -1.614 1.340 -0.166 -0.382
N 0.354 -1.490 -0.900 0.117
N -1.186 0.194 -0.810 0.072
O -2.734 1.631 -0.278 0.112
O -0.138 -0.461 -0.354 -0.137
H -0.770 1.750 0.421 0.129
H 1.144 -1.944 -0.396 0.090
```

The calculation puts the HOMO-LUMO gap (spin up / spin down) at 8.45 / 8.44 eV. The lowest unoccupied orbital energy (spin up / spin down) comes out at -1.71 / -1.72 eV. As for the energy above the lowest of the compared OMol25 structures with the same formula, charge and spin: 166.73 kcal/mol. The calculation puts the highest occupied orbital energy (spin up / spin down) at -10.16 / -10.16 eV. The molar mass comes out at 74.0 g mol⁻¹. The spin multiplicity is 1.

=====

Entry 4:
The following is a DFT calculation (ωB97M-V/def2-TZVPD) of a structure of composition C32H50N7NiOP2 at a distorted geometry.

```
93
Properties=species:S:1:pos:R:3:lowdin_charge:R:1
C 1.927 -1.878 -1.767 -0.323
C 1.582 0.247 -2.703 -0.331
C 2.864 -2.207 -2.756 -0.014
C 2.443 -0.054 -3.771 -0.018
C 3.111 -1.282 -3.771 -0.031
H 3.345 -3.180 -2.711 0.119
H 2.579 0.688 -4.557 0.120
H 3.816 -1.509 -4.568 0.117
N 1.395 -0.660 -1.720 0.087
P -0.186 -2.349 -0.015 1.137
P 0.660 2.167 -0.865 1.163
C 1.461 -2.870 -0.716 -0.227
H 1.417 -3.885 -1.141 0.090
H 2.185 -2.899 0.115 0.096
C 0.778 1.481 -2.580 -0.255
H 0.919 2.207 -3.388 0.082
C -0.612 3.615 -1.029 -0.629
C 2.402 2.873 -0.626 -0.651
C -1.416 -3.134 -1.249 -0.652
C -0.220 -3.336 1.603 -0.662
C -1.964 3.149 -0.472 -0.099
H -1.887 2.835 0.576 0.043
H -2.675 3.987 -0.533 0.098
H -2.385 2.316 -1.039 0.055
C -0.168 4.826 -0.203 -0.094
H -0.076 4.587 0.864 0.069
H 0.767 5.265 -0.570 0.068
H -0.944 5.602 -0.293 0.098
C -0.817 4.053 -2.488 -0.071
H -1.523 4.898 -2.480 0.100
H 0.101 4.410 -2.965 0.073
H -1.256 3.258 -3.100 0.068
C 2.517 3.422 0.807 -0.093
H 2.145 2.696 1.540 0.059
H 3.581 3.590 1.016 0.095
H 1.997 4.372 0.945 0.058
C 3.442 1.750 -0.754 -0.086
H 3.238 0.929 -0.060 0.066
H 3.513 1.358 -1.772 0.071
H 4.422 2.173 -0.491 0.099
C 2.688 3.957 -1.689 -0.067
H 1.960 4.005 -2.507 0.051
H 2.761 4.952 -1.233 0.084
H 3.661 3.751 -2.157 0.090
C -1.640 -3.291 2.185 -0.103
H -1.610 -3.704 3.204 0.093
H -1.986 -2.252 2.268 0.046
H -2.360 -3.890 1.615 0.068
C 0.696 -2.612 2.597 -0.117
H 1.719 -2.489 2.229 0.077
H 0.273 -1.642 2.854 0.025
H 0.740 -3.206 3.520 0.097
C 0.274 -4.786 1.478 -0.078
H 0.471 -5.153 2.495 0.092
H -0.467 -5.456 1.037 0.064
H 1.210 -4.865 0.915 0.076
C -1.113 -2.681 -2.685 -0.074
H -1.760 -3.250 -3.365 0.097
H -1.358 -1.628 -2.824 0.048
H -0.074 -2.846 -2.978 0.077
C -2.818 -2.630 -0.880 -0.096
H -2.853 -1.532 -0.904 0.053
H -3.527 -3.010 -1.627 0.096
H -3.152 -2.969 0.105 0.056
C -1.360 -4.666 -1.238 -0.086
H -0.350 -5.049 -1.431 0.081
H -1.754 -5.106 -0.317 0.065
H -2.000 -5.025 -2.058 0.094
Ni -0.187 0.004 -0.144 0.249
C 0.969 0.140 1.203 -0.235
O 1.838 0.264 1.978 0.120
N -1.451 0.314 -1.616 0.006
C -1.062 0.815 -2.691 -0.298
C -1.675 0.911 -4.020 -0.224
C -3.063 0.744 -4.031 -0.030
C -0.969 1.143 -5.214 -0.023
C -3.780 0.880 -5.224 -0.060
H -3.553 0.522 -3.080 0.115
C -1.689 1.264 -6.413 -0.065
H 0.122 1.209 -5.209 0.099
C -3.085 1.146 -6.410 -0.074
H -4.864 0.775 -5.195 0.109
H -1.157 1.452 -7.348 0.108
H -3.645 1.256 -7.337 0.107
N -2.399 -0.177 5.079 0.135
N -1.528 0.358 4.148 -0.208
N -1.405 1.716 4.089 0.154
C -1.018 1.889 2.825 -0.180
N -1.014 0.754 2.108 -0.027
N -1.401 -0.226 2.925 0.092
H -2.256 -1.177 5.161 0.106
H -2.321 0.337 5.949 0.110
H -0.754 2.861 2.416 0.110
```

The calculation puts the HOMO-LUMO gap (spin up / spin down) at 6.96 / 7.28 eV. The lowest unoccupied orbital energy (spin up / spin down) comes out at -2.71 / -2.72 eV. As for the energy above the lowest of the compared OMol25 structures with the same formula, charge and spin: 0.00 kcal/mol. The calculation puts the highest occupied orbital energy (spin up / spin down) at -9.68 / -10.00 eV. The molar mass comes out at 669.4 g mol⁻¹. The spin multiplicity is 3. The net charge is +1.

=====

Q: Which of these has the lowest energy above the lowest of the compared OMol25 structures with the same formula, charge and spin?
A: C32H50N7NiOP2